No. 1
Molecular formula: C4H11NO
Method: DFT, ωB97M-V/def2-TZVPD

Output
**Energy above the lowest of the compared OMol25 structures with the same formula, charge and spin**: 155.3 kJ/mol
**Orbital gap**: 9.68 eV
**SMILES**: C/C=C/CN.O
**E_HOMO**: -8.894 eV

The geometry in ORCA input format:
```
! wB97M-V def2-TZVPD RIJCOSX def2/J DEFGRID3
* xyz 0 1
C -0.002 -0.368 -2.418
C -0.045 -0.993 -1.038
C 0.808 -0.631 -0.076
C 0.559 -0.739 1.399
N -0.881 -0.720 1.719
H -0.893 -0.603 -2.998
H 0.099 0.713 -2.353
H 0.852 -0.707 -3.009
H -0.983 -1.406 -0.665
H 1.745 -0.168 -0.378
H 1.017 -1.599 1.884
H 1.054 0.142 1.805
H -0.987 -1.160 2.631
H -1.111 0.248 1.929
O -0.059 2.581 0.689
H -0.556 2.057 0.039
H -0.616 3.354 0.840
*
```



No. 2
Molecular formula: C20H18BrMoN3O4S
Method: DFT, ωB97M-V/def2-TZVPD

Output
**Energy above the lowest of the compared OMol25 structures with the same formula, charge and spin**: 0.0 kJ/mol
**Orbital gap (spin up / spin down)**: 6.68 / 6.68 eV
**E_HOMO (spin up / spin down)**: -15.147 / -15.147 eV

The geometry in ORCA input format:
```
! wB97M-V def2-TZVPD RIJCOSX def2/J DEFGRID3
* xyz 2 1
Mo -0.621 1.098 -1.098
C 0.188 -4.362 4.399
C -0.282 -3.155 3.650
C -1.343 -2.382 4.119
C -1.768 -1.259 3.432
C -1.115 -0.917 2.250
C -0.046 -1.671 1.754
C 0.359 -2.778 2.459
S -1.685 0.460 1.401
O -0.471 1.299 0.907
O -2.650 1.179 2.144
N -2.073 0.120 -0.119
C -2.999 -0.791 -0.753
C -2.766 -0.555 -2.239
O -3.427 -0.856 -3.156
O -1.540 0.148 -2.411
H -0.432 -4.563 5.269
H 1.216 -4.219 4.735
H 0.177 -5.241 3.753
H -1.841 -2.660 5.038
H -2.585 -0.655 3.803
H 0.474 -1.382 0.848
H 1.192 -3.368 2.098
H -4.040 -0.564 -0.524
H -2.794 -1.837 -0.512
Br -0.727 7.601 -2.734
C -0.670 5.804 -2.294
C -1.254 4.855 -3.133
C -1.193 3.531 -2.778
N -0.575 3.126 -1.641
C -0.002 4.047 -0.831
C -0.033 5.386 -1.125
H -1.749 5.144 -4.048
H -1.630 2.763 -3.403
H 0.476 3.680 0.069
H 0.430 6.096 -0.455
N 0.934 0.472 -1.335
C 2.055 -0.329 -1.443
C 1.900 -1.710 -1.609
C 3.034 -2.487 -1.739
C 4.292 -1.893 -1.695
C 4.433 -0.519 -1.528
C 3.312 0.280 -1.406
H 0.910 -2.146 -1.656
H 2.942 -3.555 -1.882
H 5.175 -2.510 -1.798
H 5.417 -0.073 -1.500
H 3.396 1.351 -1.285
*
```



No. 3
Molecular formula: C14H21IN3O9P2PtSe
Method: DFT, ωB97M-V/def2-TZVPD

Output
**Orbital gap (spin up / spin down)**: 7.45 / 7.10 eV
**E_HOMO (spin up / spin down)**: -4.946 / -5.529 eV

The geometry in ORCA input format:
```
! wB97M-V def2-TZVPD RIJCOSX def2/J DEFGRID3
* xyz -1 3
Pt 0.566 0.484 0.878
N 1.583 3.964 4.321
C 1.563 2.859 3.286
C 2.935 2.756 2.639
P 0.950 1.359 4.192
O 2.241 0.464 4.485
O 0.441 1.919 5.479
O 0.022 0.639 3.234
P 0.309 3.487 2.059
O -1.100 3.129 2.731
O 0.487 4.967 2.110
O 0.510 2.717 0.777
H 2.521 4.119 4.681
H 0.966 3.611 5.085
H 1.217 4.805 3.830
H 3.686 2.445 3.370
H 3.221 3.711 2.191
H 2.920 2.012 1.843
H 2.397 -0.176 3.760
H -1.158 2.169 2.912
I 2.388 -1.358 1.475
O 0.268 -1.292 -5.066
C 0.361 -2.048 -3.968
C 0.209 -3.432 -4.104
C 0.320 -4.263 -3.004
C 0.563 -3.730 -1.744
C 0.684 -2.357 -1.608
C 0.596 -1.493 -2.689
C 0.744 0.005 -2.520
O 0.740 0.678 -3.591
O 0.806 0.547 -1.392
H 0.470 -0.351 -4.713
H 0.030 -3.828 -5.096
H 0.225 -5.335 -3.134
H 0.670 -4.374 -0.879
H 0.872 -1.927 -0.637
C -1.839 -2.436 0.703
N -2.207 -1.836 -0.567
C -2.452 -2.520 -1.737
C -2.619 -1.598 -2.708
N -2.469 -0.360 -2.123
C -2.494 0.905 -2.846
C -2.207 -0.509 -0.810
Se -1.946 0.862 0.426
H -2.343 -3.396 0.795
H -2.141 -1.766 1.505
H -0.758 -2.570 0.754
H -2.452 -3.593 -1.780
H -2.795 -1.710 -3.762
H -3.375 0.925 -3.487
H -1.586 1.012 -3.439
H -2.537 1.710 -2.119
*
```



No. 4
Molecular formula: C5H16AsN2S2
Method: DFT, ωB97M-V/def2-TZVPD

Output
**Orbital gap**: 7.13 eV
**E_HOMO**: -3.776 eV

The geometry in ORCA input format:
```
! wB97M-V def2-TZVPD RIJCOSX def2/J DEFGRID3
* xyz -1 1
C 2.845 -0.335 0.014
C 1.556 -0.003 0.746
C 1.101 -1.152 1.655
N 1.006 1.114 0.727
As -0.409 1.785 -0.418
S -1.511 2.843 1.393
S 0.626 0.903 -2.370
C -1.538 0.140 -0.076
C -1.412 -1.036 -1.001
N -2.333 -2.129 -0.523
H 3.205 0.577 -0.441
H 3.593 -0.715 0.702
H 2.652 -1.036 -0.788
H 1.918 -1.825 1.890
H 0.281 -1.709 1.218
H 0.782 -0.700 2.583
H 0.399 3.068 -0.654
H -1.555 2.334 -1.341
H -0.560 2.893 2.328
H 0.158 1.706 -3.332
H -2.541 0.531 -0.198
H -1.464 -0.146 0.961
H -0.417 -1.460 -1.015
H -1.739 -0.793 -1.994
H -2.804 -1.856 0.326
H -1.837 -2.997 -0.390
*
```



No. 5
Molecular formula: C26H55BrCl16N9OS
Method: DFT, ωB97M-V/def2-TZVPD

Output
**Orbital gap**: 7.19 eV
**E_HOMO**: -11.159 eV

The geometry in ORCA input format:
```
! wB97M-V def2-TZVPD RIJCOSX def2/J DEFGRID3
* xyz 1 1
C 0.821 -5.862 -1.837
N 0.762 -4.796 -2.864
C 0.282 -3.573 -2.228
N 0.361 -2.362 -3.072
C 1.610 -1.585 -2.833
C 1.509 -0.673 -1.590
N 0.139 -0.209 -1.352
N 2.422 0.441 -1.899
N 1.993 -1.268 -0.363
C 0.142 -2.561 -4.415
N -1.003 -2.279 -4.944
C -2.168 -1.751 -4.224
C -2.857 -2.745 -3.263
S -3.161 -1.952 -1.649
C -3.972 -0.509 -2.146
N -3.440 0.505 -2.689
N -4.422 1.431 -2.945
C -5.501 0.899 -2.509
O -5.323 -0.304 -1.993
N 1.192 -3.010 -5.271
C 1.721 -1.906 -6.143
Br 0.673 -4.501 -6.278
H 1.155 -5.479 -0.877
H -0.188 -6.260 -1.675
H 1.443 -6.690 -2.157
H 0.064 -5.132 -3.520
H -0.716 -3.737 -1.808
H 0.935 -3.388 -1.384
H 1.778 -0.967 -3.708
H 2.424 -2.296 -2.703
H 0.229 0.565 -0.699
H -0.252 0.212 -2.188
H 2.124 0.925 -2.735
H 2.463 1.067 -1.103
H 1.209 -1.671 0.140
H 2.647 -2.021 -0.564
H -1.114 -2.403 -5.950
H -2.908 -1.465 -4.962
H -1.878 -0.836 -3.718
H -2.329 -3.682 -3.152
H -3.831 -2.994 -3.674
H -6.457 1.385 -2.551
H 1.341 -0.945 -5.810
H 1.403 -2.084 -7.167
H 2.803 -1.934 -6.097
Cl 4.465 -3.411 -0.517
C 5.839 -2.334 -0.119
C 6.789 -2.969 0.862
Cl 6.058 -3.151 2.477
H 5.426 -1.404 0.269
H 6.357 -2.124 -1.053
H 7.667 -2.336 0.977
H 7.113 -3.952 0.529
Cl -2.791 -1.349 -7.729
C -2.333 0.268 -7.101
C -1.921 1.208 -8.201
Cl -0.376 0.722 -8.942
H -1.534 0.134 -6.374
H -3.206 0.663 -6.582
H -1.780 2.207 -7.792
H -2.670 1.261 -8.989
Cl 2.709 2.583 0.945
C 2.758 1.131 1.987
C 4.067 0.995 2.715
Cl 5.414 0.606 1.608
H 2.559 0.263 1.362
H 1.947 1.232 2.705
H 4.001 0.176 3.430
H 4.329 1.902 3.254
Cl -3.994 0.450 -11.544
C -4.402 -1.263 -11.269
C -3.306 -2.189 -11.730
Cl -3.140 -2.205 -13.501
H -5.341 -1.470 -11.776
H -4.557 -1.382 -10.197
H -3.537 -3.209 -11.423
H -2.345 -1.909 -11.304
Cl 0.996 1.379 5.257
C -0.760 1.696 5.278
C -1.494 0.869 4.256
Cl -1.112 1.371 2.583
H -0.905 2.757 5.115
H -1.112 1.448 6.275
H -2.567 0.993 4.388
H -1.255 -0.188 4.351
Cl 0.512 3.534 9.682
C 0.065 4.984 8.740
C -1.410 5.035 8.450
Cl -1.899 3.749 7.308
H 0.648 4.979 7.821
H 0.364 5.854 9.330
H -1.663 5.987 7.987
H -2.002 4.925 9.352
Cl -0.541 -1.873 8.170
C 0.761 -0.714 8.555
C 1.758 -1.278 9.533
Cl 1.060 -1.488 11.159
H 0.299 0.194 8.936
H 1.258 -0.478 7.615
H 2.597 -0.592 9.634
H 2.138 -2.242 9.204
Cl -1.957 6.656 11.713
C -1.343 8.324 11.805
C -1.253 8.983 10.452
Cl 0.023 8.263 9.428
H -0.374 8.295 12.297
H -2.034 8.881 12.435
H -0.998 10.033 10.577
H -2.192 8.919 9.908
*
```



No. 6
Molecular formula: C9H13NO
Method: DFT, ωB97M-V/def2-TZVPD

Output
**Energy above the lowest of the compared OMol25 structures with the same formula, charge and spin**: 206.1 kJ/mol
**Orbital gap (spin up / spin down)**: 2.68 / 7.66 eV
**E_HOMO (spin up / spin down)**: 1.038 / -4.129 eV

The geometry in ORCA input format:
```
! wB97M-V def2-TZVPD RIJCOSX def2/J DEFGRID3
* xyz -1 2
C -2.736 -0.828 -1.541
C -2.426 -1.810 -0.427
O -1.968 -2.898 -0.683
N -2.551 -1.384 0.905
H -2.145 -1.164 -2.422
H -2.327 0.197 -1.191
H -2.666 -2.145 1.540
H -3.121 -0.598 1.053
H -3.835 -0.719 -1.667
C 3.663 0.310 -0.385
C 0.370 0.118 1.473
C 1.727 0.002 1.238
C -0.435 1.107 0.844
C 2.278 0.707 0.153
C 0.182 1.865 -0.188
C 1.611 1.708 -0.443
H 0.109 -0.443 2.389
H 2.329 -0.750 1.821
H -1.593 1.056 1.176
H -0.184 2.598 -0.729
H 3.834 1.281 -1.017
H 3.477 -0.523 -1.060
H 2.032 2.257 -1.262
H 4.374 0.057 0.421
*
```



Number 1: E -7862.94352 eV, strongest force on any atom 1.721 eV Å⁻¹. Number 2: E -116410.38855 eV, strongest force on any atom 0.329 eV Å⁻¹. Number 3: E -133038.09092 eV, strongest force on any atom 0.516 eV Å⁻¹. Number 4: E -90931.64515 eV, strongest force on any atom 1.656 eV Å⁻¹. Number 5: E -324542.40935 eV, strongest force on any atom 1.700 eV Å⁻¹. Number 6: E -13079.20884 eV, strongest force on any atom 4.880 eV Å⁻¹.